A cluster of 2 separate species, C4H12NO in total, computed with the ωB97M-V functional and the def2-TZVPD basis.

CARTESIAN COORDINATES (ANGSTROEM)
C1 2.397 -0.577 -0.557
C2 1.479 0.625 -0.242
C3 0.026 0.127 -0.174
C4 -1.606 1.310 1.271
N1 -0.922 1.197 0.113
H1 3.313 -0.562 0.042
H2 2.796 -0.537 -1.578
H3 1.871 -1.519 -0.387
H4 1.679 1.453 -0.927
H5 1.723 0.932 0.777
H6 -0.053 -0.504 0.713
H7 -0.259 -0.532 -0.991
H8 -1.773 0.394 1.822
H9 -2.188 2.169 1.563
H10 -0.882 1.931 -0.569
H11 -2.798 -2.058 -1.028
H12 -2.536 -2.162 0.474
O1 -2.268 -1.685 -0.322

The calculation puts the HOMO-LUMO gap (spin up / spin down) at 6.2368 / 10.4601 eV. As for the multiplicity: 2.

Mulliken population analysis, charges in e, atoms 1 to 4: -1.112 -0.264 -0.888 -0.616


A cluster of 3 separate species, C4H12NO in total, computed with the ωB97M-V functional and the def2-TZVPD basis.

CARTESIAN COORDINATES (ANGSTROEM)
C1 -2.948 -0.240 0.280
C2 -1.459 -0.548 0.030
C3 -0.526 0.361 -0.203
C4 -0.648 1.827 -0.295
O1 2.162 0.576 -0.496
N1 2.555 -1.875 0.606
H1 -3.091 0.844 0.208
H2 -3.130 -0.469 1.346
H3 -3.659 -0.814 -0.302
H4 -1.236 -1.598 0.218
H5 0.502 0.001 -0.479
H6 -0.039 2.191 -1.138
H7 -0.196 2.306 0.590
H8 -1.625 2.294 -0.306
H9 2.596 -1.917 1.606
H10 2.767 1.155 -1.008
H11 2.652 -2.790 0.209
H12 2.856 -1.037 0.131

The calculation puts the HOMO-LUMO gap (spin up / spin down) at 9.5297 / 6.2368 eV. As for the multiplicity: 2.

Mulliken population analysis, charges in e, atoms 1 to 4: -1.009 -0.202 0.124 -1.168


A cluster of 2 separate species, C4H12NO in total, computed with the ωB97M-V functional and the def2-TZVPD basis.

CARTESIAN COORDINATES (ANGSTROEM)
O1 -2.546 2.037 -0.252
C1 -1.091 2.046 0.043
C2 -0.736 0.746 0.708
N1 0.464 0.076 0.597
C3 2.315 -1.930 -0.872
C4 1.386 -2.781 -0.020
H1 -2.519 2.510 -1.103
H2 -0.862 2.904 0.678
H3 -0.548 2.090 -0.918
H4 -1.547 0.113 0.334
H5 -0.481 0.403 1.775
H6 1.670 -1.344 -1.546
H7 1.228 0.739 0.790
H8 2.921 -1.164 -0.367
H9 2.976 -2.509 -1.518
H10 0.986 -3.458 -0.769
H11 0.534 -2.263 0.418
H12 1.931 -3.375 0.706

The calculation puts the HOMO-LUMO gap at 6.2355 eV. The total charge is +1. As for the multiplicity: 1.

Mulliken population analysis, charges in e, atoms 1 to 4: -0.462 -0.475 -0.101 -0.120


no.,F_max (eV/A)
1,2.0
2,2.0
3,5.6